A molecular structure, C3HO2Tm. Source: OMol25; level of theory: wB97M-V/def2-TZVPD.

CARTESIAN COORDINATES (ANGSTROEM)
O: 0.36 -1.15 -0.05
O: 0.06 1.00 -0.12
C: -0.42 -0.17 -0.17
Tm: 2.28 0.22 -0.08
C: -2.96 -0.13 0.34
C: -1.86 -0.36 -0.19
H: -3.14 -1.32 -0.09

Output
- Net charge: +2
- HOMO energy (alpha / beta): -18.7 / -18.3 eV
- Spin multiplicity: 3
- Kohn-Sham gap (alpha / beta): 6.6 / 3.9 eV
- LUMO level (alpha / beta): -12.054 / -14.403 eV
- Total energy: -36726.0594 eV

---

2 unconnected molecules or ions with the total composition C2H5IN2. Source: OMol25; level of theory: wB97M-V/def2-TZVPD.

CARTESIAN COORDINATES (ANGSTROEM)
C: 1.36 -1.03 -1.41
C: -0.95 1.27 -0.43
N: 0.67 -0.18 -1.02
N: 0.32 0.71 -0.26
I: 0.58 -1.06 3.05
H: -0.17 -2.52 3.23
H: 1.98 -1.59 -2.06
H: -0.79 2.35 -0.76
H: -1.62 0.65 -1.00
H: -1.38 1.38 0.66

Output
- Net charge: 0
- HOMO energy (alpha / beta): -5.2 / -9.6 eV
- Spin multiplicity: 3
- Kohn-Sham gap (alpha / beta): 5.8 / 8.3 eV
- LUMO level (alpha / beta): 0.661 / -1.285 eV
- Total energy: -13229.0542 eV

---

A molecular structure, C29H29CoF6N3O3S5. Source: OMol25; level of theory: wB97M-V/def2-TZVPD.

CARTESIAN COORDINATES (ANGSTROEM)
Co: -1.16 -0.98 1.24
C: 1.56 1.92 4.66
C: 1.77 0.42 4.87
S: 0.36 -0.56 4.29
C: 1.10 -2.19 4.53
C: 0.45 -3.25 3.65
S: 0.27 -2.93 1.88
C: 1.93 -2.76 1.19
C: 2.68 -1.46 1.43
S: 1.84 -0.01 0.77
C: 2.85 1.24 1.61
C: 2.10 2.53 1.93
S: 0.75 2.45 3.12
H: 2.51 2.44 4.76
H: 0.90 2.31 5.44
H: 1.91 0.24 5.93
H: 2.66 0.08 4.35
H: 1.00 -2.51 5.57
H: 2.17 -2.12 4.31
H: -0.58 -3.41 3.95
H: 0.98 -4.20 3.77
H: 1.76 -2.90 0.12
H: 2.53 -3.60 1.53
H: 3.67 -1.55 0.96
H: 2.83 -1.30 2.50
H: 3.71 1.49 0.98
H: 3.25 0.81 2.53
H: 1.62 2.92 1.02
H: 2.82 3.28 2.25
F: -2.82 -3.80 0.60
C: -3.90 -3.48 1.31
F: -4.06 -4.39 2.27
F: -4.96 -3.51 0.51
S: -3.71 -1.80 2.05
O: -3.59 -0.92 0.90
O: -4.83 -1.66 2.92
O: -2.38 -1.89 2.71
C: -2.83 2.85 2.16
C: -2.17 1.65 2.28
N: -1.53 1.08 1.25
C: -1.53 1.69 0.07
C: -2.16 2.92 -0.15
C: -2.84 3.48 0.93
C: -2.25 3.54 -1.48
C: -1.37 3.53 -2.48
C: 0.00 2.99 -2.48
C: 0.93 3.34 -1.50
C: 2.21 2.83 -1.65
N: 2.56 2.04 -2.66
C: 1.60 1.77 -3.53
N: 0.34 2.21 -3.51
H: -3.35 3.27 3.01
H: -2.15 1.11 3.22
H: -1.05 1.15 -0.73
H: -3.38 4.41 0.79
H: -3.19 4.06 -1.66
H: -1.67 3.97 -3.43
H: 0.67 4.00 -0.69
H: 2.99 3.09 -0.94
H: 1.86 1.13 -4.37
F: 1.32 -2.55 -7.88
C: 0.27 -1.80 -7.52
F: -0.80 -2.29 -8.18
F: 0.48 -0.57 -8.02
C: 0.05 -1.77 -6.04
C: -1.06 -1.10 -5.54
C: -1.27 -1.02 -4.18
C: -0.37 -1.62 -3.29
C: 0.72 -2.31 -3.80
C: 0.94 -2.39 -5.17
C: -0.56 -1.48 -1.87
C: -0.73 -1.35 -0.68
H: -1.75 -0.62 -6.22
H: -2.12 -0.48 -3.78
H: 1.42 -2.78 -3.12
H: 1.79 -2.92 -5.56

Output
- Net charge: 0
- HOMO energy (alpha / beta): -8.2 / -8.2 eV
- Spin multiplicity: 4
- Kohn-Sham gap (alpha / beta): 8.0 / 7.9 eV
- LUMO level (alpha / beta): -0.264 / -0.283 eV
- Total energy: -149264.5001 eV

---

2 unconnected molecules or ions with the total composition C4H13N2Si. Source: OMol25; level of theory: wB97M-V/def2-TZVPD.

CARTESIAN COORDINATES (ANGSTROEM)
C: 0.43 -1.17 -2.87
C: -1.41 1.91 2.49
C: 0.98 1.09 0.10
C: -0.33 -1.25 1.67
N: -0.13 -0.36 -2.09
N: 1.71 -1.36 -3.20
Si: -0.27 0.59 1.51
H: -0.15 -1.85 -3.46
H: -1.58 2.49 1.57
H: -2.42 1.78 2.86
H: -0.77 2.62 3.11
H: 1.97 0.73 0.17
H: 0.57 0.51 -0.85
H: 1.20 2.18 -0.08
H: -1.26 -1.69 2.06
H: -0.27 -1.82 0.76
H: 0.37 -1.64 2.51
H: -1.12 -0.25 -2.08
H: 1.92 -1.71 -4.13
H: 2.40 -0.71 -2.83

Output
- Net charge: +1
- HOMO energy: -12.9 eV
- Kohn-Sham gap: 8.0 eV
- LUMO level: -4.897 eV
- Total energy: -15208.2446 eV

---

A gas-phase ion, C3H6N3O (charge +1). Source: OMol25; level of theory: wB97M-V/def2-TZVPD.

CARTESIAN COORDINATES (ANGSTROEM)
O: -2.78 0.00 0.44
C: -1.73 -0.02 -0.08
C: -0.78 -1.09 -0.49
N: 0.47 -0.82 0.17
C: 1.00 0.39 0.35
N: 0.25 1.37 0.03
N: -1.03 1.32 -0.48
H: -1.17 -2.03 -0.12
H: -0.68 -0.84 -1.58
H: 0.83 -1.70 0.48
H: 1.92 0.69 0.76
H: 0.64 2.33 0.17
H: -1.72 2.06 -0.27

Output
- Net charge: +1
- HOMO energy: -14.0 eV
- Kohn-Sham gap: 10.3 eV
- LUMO level: -3.708 eV
- Total energy: -9717.4707 eV
- SMILES: O=C1CNC=[NH+]N1

---

A molecular structure, C20H20BF6IN6O2S4SbSn. Source: OMol25; level of theory: wB97M-V/def2-TZVPD.

CARTESIAN COORDINATES (ANGSTROEM)
Sn: -0.22 -0.47 1.34
C: -2.25 -4.65 -0.25
N: -1.44 -4.96 0.90
C: -1.68 -5.94 1.80
C: -0.66 -5.89 2.72
N: 0.19 -4.89 2.36
B: 1.58 -4.73 3.01
N: 1.75 -3.46 3.86
C: 2.90 -3.25 4.56
C: 2.87 -1.99 5.08
N: 1.70 -1.42 4.70
C: 1.26 -0.08 4.97
C: 1.02 -2.33 3.96
S: -0.59 -2.05 3.42
C: -0.30 -4.32 1.25
S: 0.35 -2.99 0.40
H: -3.02 -5.41 -0.35
H: -1.62 -4.65 -1.14
H: -2.71 -3.67 -0.15
H: -2.52 -6.59 1.75
H: -0.50 -6.49 3.58
H: 1.78 -5.67 3.71
H: 2.39 -4.69 2.14
H: 3.64 -4.01 4.65
H: 3.59 -1.49 5.71
H: 1.89 0.36 5.73
H: 0.23 -0.10 5.33
H: 1.31 0.53 4.06
F: 0.12 2.32 1.78
Sb: -1.73 2.72 2.36
F: -2.05 1.49 0.78
F: -1.56 1.03 3.27
F: -3.58 2.80 2.37
F: -1.22 3.45 3.97
F: -1.62 4.30 1.34
O: -2.62 6.47 -2.32
S: -1.21 6.39 -2.28
O: -0.39 7.42 -1.79
N: -0.83 4.87 -1.42
C: -0.85 3.93 -2.36
S: -1.75 3.30 -1.11
C: -0.52 4.24 -3.69
C: -0.22 3.43 -4.78
C: 0.07 4.04 -5.99
C: 0.05 5.43 -6.10
C: -0.29 6.25 -5.02
C: -0.57 5.64 -3.82
H: -0.21 2.35 -4.68
H: 0.31 3.44 -6.85
H: 0.28 5.88 -7.05
H: -0.34 7.32 -5.12
I: 3.69 1.44 -3.00
C: 1.88 0.37 -2.77
C: 1.40 -0.44 -3.80
C: 0.20 -1.11 -3.60
C: -0.44 -0.98 -2.38
N: 0.03 -0.21 -1.40
C: 1.16 0.46 -1.59
H: 1.95 -0.54 -4.72
H: -0.21 -1.73 -4.38
H: -1.37 -1.51 -2.17
H: 1.50 1.09 -0.77

Output
- Net charge: +2
- HOMO energy (alpha / beta): -13.7 / -13.3 eV
- Spin multiplicity: 2
- Kohn-Sham gap (alpha / beta): 6.5 / 4.1 eV
- LUMO level (alpha / beta): -7.250 / -9.146 eV
- Total energy: -114877.7963 eV

---

A molecular structure, C19H4BrCl5F5O3Ta. Source: OMol25; level of theory: wB97M-V/def2-TZVPD.

CARTESIAN COORDINATES (ANGSTROEM)
Ta: 0.11 0.39 0.67
Cl: -1.14 -4.47 5.76
C: -1.23 -3.33 4.51
C: -0.12 -2.52 4.24
Cl: 1.33 -2.62 5.13
C: -0.25 -1.61 3.21
Cl: 1.10 -0.53 2.77
C: -1.39 -1.45 2.45
O: -1.35 -0.48 1.51
C: -2.49 -2.26 2.71
Cl: -3.89 -2.06 1.76
C: -2.40 -3.20 3.74
Cl: -3.74 -4.19 4.07
F: -1.19 1.09 -1.30
C: -1.29 2.34 -0.68
C: -0.62 2.34 0.52
C: -0.62 3.52 1.26
F: 0.00 3.58 2.42
C: -1.28 4.64 0.77
F: -1.30 5.76 1.45
C: -1.94 4.57 -0.46
F: -2.56 5.63 -0.91
C: -1.96 3.40 -1.23
F: -2.57 3.34 -2.39
Br: 0.03 -1.66 -0.99
C: 1.30 -1.25 -2.41
C: 1.03 -1.98 -3.56
C: 1.90 -1.85 -4.64
C: 3.00 -1.01 -4.55
C: 3.23 -0.29 -3.39
C: 2.38 -0.39 -2.29
C: 2.76 0.47 -1.14
O: 3.73 1.12 -1.01
O: 1.77 0.51 -0.12
H: 0.18 -2.64 -3.62
H: 1.71 -2.41 -5.54
H: 3.68 -0.91 -5.39
H: 4.08 0.38 -3.32

Output
- Net charge: +2
- HOMO energy: -15.1 eV
- Kohn-Sham gap: 6.0 eV
- LUMO level: -9.033 eV
- Total energy: -173686.6568 eV

---

C21H24N4O3 in the gas phase. Source: OMol25; level of theory: wB97M-V/def2-TZVPD.

CARTESIAN COORDINATES (ANGSTROEM)
O: -1.69 -1.43 2.33
C: -1.93 -1.66 1.16
C: -0.99 -2.53 0.33
C: -0.06 -1.63 -0.50
C: 1.33 -2.21 -0.63
O: 1.54 -3.22 -1.27
N: 2.36 -1.54 -0.03
C: 3.71 -1.83 -0.45
C: 4.21 -0.61 -1.22
O: 4.23 0.54 -0.40
C: 3.26 0.62 0.55
C: 3.26 1.76 1.35
C: 2.33 1.92 2.35
C: 1.39 0.93 2.58
C: 1.38 -0.22 1.81
C: 2.29 -0.37 0.76
N: -3.03 -1.16 0.55
C: -3.35 -1.18 -0.86
C: -3.57 0.27 -1.34
N: -2.82 1.19 -0.52
C: -1.54 1.50 -0.89
C: -0.72 2.36 -0.14
C: 0.55 2.63 -0.59
C: 1.00 2.05 -1.78
C: 0.11 1.25 -2.47
N: -1.11 0.97 -2.04
C: -3.28 1.24 0.85
C: -3.80 -0.16 1.26
H: -0.39 -3.10 1.05
H: -1.53 -3.24 -0.30
H: -0.44 -1.54 -1.53
H: -0.02 -0.62 -0.08
H: 3.69 -2.72 -1.09
H: 4.34 -2.01 0.42
H: 5.23 -0.75 -1.58
H: 3.55 -0.43 -2.08
H: 4.02 2.51 1.16
H: 2.34 2.81 2.96
H: 0.67 1.03 3.38
H: 0.68 -1.00 2.04
H: -2.54 -1.64 -1.42
H: -4.26 -1.77 -1.01
H: -4.63 0.54 -1.27
H: -3.24 0.38 -2.37
H: -1.08 2.83 0.76
H: 1.20 3.28 -0.03
H: 1.99 2.24 -2.15
H: 0.38 0.79 -3.41
H: -4.07 1.99 0.96
H: -2.44 1.51 1.50
H: -3.66 -0.31 2.33
H: -4.85 -0.28 1.01

Output
- Net charge: 0
- HOMO energy: -8.0 eV
- Kohn-Sham gap: 8.8 eV
- LUMO level: 0.782 eV
- Total energy: -34270.3875 eV
- SMILES: O=C(CCC(=O)N1CCOc2ccccc21)N1CCN(c2ccccn2)CC1

---

A molecular structure, C14H15BrCoI2N2O. Source: OMol25; level of theory: wB97M-V/def2-TZVPD.

CARTESIAN COORDINATES (ANGSTROEM)
Co: -0.82 0.17 0.12
C: -2.28 1.63 1.42
C: -1.56 2.40 0.49
C: -1.71 2.15 -0.87
C: -2.55 1.12 -1.31
C: -3.24 0.34 -0.38
C: -3.11 0.60 0.98
H: -2.23 1.87 2.47
H: -0.96 3.24 0.83
H: -1.21 2.80 -1.59
H: -2.72 0.95 -2.37
H: -3.93 -0.43 -0.73
H: -3.70 0.04 1.70
O: 2.69 -1.53 4.83
C: 2.01 -1.00 3.83
C: 2.21 0.30 3.33
C: 1.44 0.74 2.28
N: 0.49 -0.02 1.71
C: 0.33 -1.25 2.19
Br: -1.01 -2.22 1.23
C: 1.03 -1.80 3.23
H: 3.38 -0.95 5.18
H: 2.95 0.96 3.76
H: 1.59 1.73 1.87
H: 0.86 -2.80 3.59
I: -2.21 -2.51 -3.29
I: -3.22 -4.85 -4.02
C: 1.86 -0.11 -4.40
C: 2.43 -0.28 -2.97
C: 1.37 -0.24 -1.99
N: 0.51 -0.19 -1.24
H: 2.68 -0.17 -5.11
H: 1.37 0.86 -4.51
H: 1.15 -0.90 -4.63
H: 3.11 0.54 -2.74
H: 2.98 -1.21 -2.88

Output
- Net charge: +2
- HOMO energy (alpha / beta): -13.9 / -13.9 eV
- Spin multiplicity: 2
- Kohn-Sham gap (alpha / beta): 5.8 / 6.7 eV
- LUMO level (alpha / beta): -8.034 / -7.162 eV
- Total energy: -143645.1439 eV

---

A molecular structure, H28O14. Source: OMol25; level of theory: wB97M-V/def2-TZVPD.

CARTESIAN COORDINATES (ANGSTROEM)
O: -1.61 1.18 3.43
H: -1.97 0.93 2.56
H: -0.73 0.63 3.69
O: -3.01 -0.27 -1.49
H: -2.41 0.37 -1.63
H: -2.45 -1.14 -1.64
O: -0.20 2.86 0.60
H: -1.02 3.10 0.70
H: 0.18 3.23 1.28
O: 0.27 -2.09 0.18
H: 0.95 -2.71 -0.08
H: -0.07 -1.90 1.14
O: -1.71 0.55 1.07
H: -2.16 0.35 0.13
H: -1.51 -0.28 1.42
O: 3.46 1.16 1.48
H: 3.90 2.05 2.08
H: 2.66 1.28 1.78
O: 0.58 -1.80 2.75
H: 1.38 -2.05 2.13
H: 0.34 -2.63 3.00
O: 0.72 0.36 0.13
H: 0.42 -0.60 0.07
H: -0.18 0.77 0.29
O: 1.98 -2.02 -2.94
H: 2.47 -2.55 -2.20
H: 1.67 -1.20 -2.45
O: -1.36 0.50 -2.41
H: -1.55 0.73 -3.18
H: -0.61 1.08 -2.00
O: -1.14 -2.31 -1.69
H: -0.98 -3.11 -2.17
H: -0.37 -2.25 -1.19
O: 2.23 1.00 -2.09
H: 1.91 0.88 -1.19
H: 1.69 1.89 -2.40
O: -1.84 -1.40 2.05
H: -2.20 -2.20 1.66
H: -0.96 -1.16 2.40
O: 1.02 2.58 -1.97
H: 1.25 3.58 -2.32
H: 0.96 2.61 -0.94

Output
- Net charge: 0
- HOMO energy: -8.5 eV
- Kohn-Sham gap: 7.9 eV
- LUMO level: -0.667 eV
- Total energy: -29108.2676 eV

---

A molecular structure, C22H34B11Br6CrN2O8Si2. Source: OMol25; level of theory: wB97M-V/def2-TZVPD.

CARTESIAN COORDINATES (ANGSTROEM)
Cr: -0.26 0.46 1.19
C: -2.50 3.16 0.07
Si: -1.39 2.05 -0.96
C: 0.16 2.99 -1.42
C: -2.35 1.49 -2.45
C: -3.71 1.80 -2.46
C: -4.56 1.42 -3.48
C: -4.09 0.60 -4.55
C: -2.79 0.26 -4.61
C: -1.77 0.76 -3.64
Si: -1.95 -0.79 -0.08
C: -3.80 -0.56 0.03
C: -1.30 -1.75 -1.55
H: -2.92 3.92 -0.60
H: -1.94 3.66 0.85
H: -3.33 2.63 0.55
H: -0.11 3.68 -2.22
H: 0.97 2.35 -1.78
H: 0.50 3.59 -0.58
H: -4.14 2.36 -1.65
H: -5.60 1.73 -3.46
H: -4.78 0.25 -5.31
H: -2.43 -0.37 -5.41
H: -4.33 -1.37 -0.48
H: -4.12 0.38 -0.43
H: -4.11 -0.55 1.08
H: -2.09 -1.97 -2.28
H: -0.90 -2.70 -1.19
H: -0.49 -1.22 -2.03
Br: -1.19 -0.55 3.54
B: -0.50 -2.39 3.67
B: -0.08 -3.19 5.18
C: 1.15 -4.27 4.71
B: 1.19 -2.73 4.03
B: 1.66 -4.17 3.09
B: 0.68 -5.54 3.67
B: -0.40 -4.93 4.96
B: -1.50 -3.74 4.27
Br: -3.31 -3.46 4.91
B: -1.03 -5.20 3.33
Br: -2.31 -6.59 2.91
B: 0.25 -4.72 2.16
Br: 0.43 -5.54 0.40
B: 0.56 -2.99 2.41
Br: 1.16 -1.80 0.95
B: -1.08 -3.62 2.54
Br: -2.51 -3.19 1.26
H: -0.10 -2.72 6.26
H: 1.90 -4.50 5.44
H: 2.01 -1.93 4.32
H: 2.78 -4.33 2.78
H: 1.16 -6.61 3.77
H: -0.62 -5.61 5.90
O: -0.33 3.98 3.09
C: 0.10 3.10 2.40
O: -0.60 2.01 2.13
C: 1.47 3.20 1.80
C: 2.20 4.34 2.09
C: 3.45 4.54 1.54
C: 4.01 3.61 0.69
C: 3.30 2.46 0.42
C: 2.01 2.22 0.94
O: 1.36 1.14 0.59
N: 3.93 1.48 -0.48
O: 4.61 1.93 -1.38
O: 3.76 0.30 -0.26
N: 4.20 5.76 1.85
O: 5.30 5.88 1.36
O: 3.67 6.57 2.58
H: 1.76 5.08 2.75
H: 4.98 3.77 0.25
C: 3.37 -0.15 -3.88
C: 2.09 -0.60 -3.20
O: 1.05 0.39 -3.23
C: 0.61 0.72 -4.53
C: -0.66 1.54 -4.41
H: 4.17 -0.84 -3.63
H: 3.66 0.84 -3.53
H: 3.27 -0.13 -4.97
H: 2.27 -0.79 -2.14
H: 1.71 -1.52 -3.66
H: 0.42 -0.20 -5.10
H: 1.38 1.28 -5.06
H: -1.24 -0.12 -3.27
H: -1.01 1.78 -5.42
H: -0.44 2.49 -3.93

Output
- Net charge: 0
- HOMO energy (alpha / beta): -7.9 / -8.3 eV
- Spin multiplicity: 4
- Kohn-Sham gap (alpha / beta): 5.6 / 6.7 eV
- LUMO level (alpha / beta): -2.344 / -1.662 eV
- Total energy: -514603.2181 eV

---

3 unconnected molecules or ions with the total composition C16H30F6O5Si. Source: OMol25; level of theory: wB97M-V/def2-TZVPD.

CARTESIAN COORDINATES (ANGSTROEM)
C: -2.79 0.02 5.33
C: -4.08 -0.68 4.99
O: -4.59 -0.25 3.70
C: -4.01 -0.81 2.65
O: -3.15 -1.64 2.64
C: -4.63 -0.24 1.35
F: -4.64 1.10 1.37
F: -5.89 -0.66 1.21
F: -3.93 -0.64 0.29
H: -2.93 1.10 5.33
H: -2.47 -0.28 6.32
H: -2.01 -0.23 4.62
H: -4.88 -0.43 5.68
H: -3.96 -1.77 4.97
C: 2.85 -3.14 4.10
C: 1.36 -3.40 4.15
O: 0.83 -3.18 5.48
C: 0.61 -1.93 5.82
O: 0.80 -0.94 5.17
C: 0.00 -1.87 7.24
F: 0.71 -2.59 8.12
F: -1.25 -2.36 7.21
F: -0.05 -0.62 7.67
H: 3.37 -3.77 4.83
H: 3.23 -3.38 3.11
H: 3.08 -2.10 4.32
H: 1.13 -4.43 3.94
H: 0.82 -2.76 3.46
C: -1.36 1.36 -0.38
C: -0.43 0.38 -1.10
C: -0.55 0.49 -2.63
C: 0.56 -0.26 -3.38
Si: 0.90 0.33 -5.13
C: 0.57 2.16 -5.41
C: 1.48 2.76 -6.47
O: 2.75 3.00 -5.90
C: 3.89 2.78 -6.71
C: 4.94 2.02 -5.92
H: -0.89 2.35 -0.30
H: -2.30 1.49 -0.93
H: -1.60 1.02 0.63
H: -0.67 -0.64 -0.79
H: 0.61 0.58 -0.83
H: -1.52 0.09 -2.93
H: -0.57 1.55 -2.90
H: 0.30 -1.32 -3.44
H: 1.50 -0.22 -2.81
H: 2.32 0.07 -5.49
H: 0.08 -0.46 -6.09
H: 0.73 2.72 -4.48
H: -0.48 2.32 -5.69
H: 1.07 3.71 -6.84
H: 1.59 2.10 -7.34
H: 3.60 2.22 -7.60
H: 4.29 3.74 -7.04
H: 4.66 0.98 -5.75
H: 5.90 2.05 -6.44
H: 5.08 2.50 -4.94

Output
- Net charge: 0
- HOMO energy: -9.5 eV
- Kohn-Sham gap: 10.2 eV
- LUMO level: 0.651 eV
- Total energy: -51499.0167 eV
- SMILES: CCOC(=O)C(F)(F)F.CCOC(=O)C(F)(F)F.CCCC[SiH2]CCOCC